{
  "formula": "C33H44N4O6SSi2Ti",
  "method": "ωB97M-V with the def2-TZVPD basis set",
  "species": ["Ti", "O", "C", "O", "C", "C", "C", "C", "C", "O", "C", "C", "O", "O", "H", "H", "H", "H", "H", "H", "H", "H", "C", "Si", "C", "C", "C", "C", "C", "C", "C", "Si", "C", "C", "H", "H", "H", "H", "H", "H", "H", "H", "H", "H", "H", "H", "H", "H", "H", "H", "C", "N", "N", "C", "O", "C", "C", "C", "C", "C", "C", "C", "C", "C", "H", "H", "H", "H", "H", "H", "H", "H", "H", "H", "H", "H", "S", "C", "N", "C", "C", "C", "N", "H", "H", "H", "H", "H", "H", "H", "H"],
  "coordinates": [[-0.05787, 0.48118, -0.21185], [-4.01517, 0.47628, 0.53095], [-2.84097, 0.81438, 0.64675], [-1.97637, 0.72508, -0.28425], [-2.39287, 1.52038, 1.95175], [-1.48837, 2.71248, 1.59175], [-1.35827, 3.65938, 2.79555], [-0.42647, 2.84638, 3.70755], [-0.18737, 1.59008, 2.84565], [-0.19057, 2.10998, 1.51395], [-1.44537, 0.69438, 2.85885], [-1.09507, -0.75782, 2.37825], [-1.07907, -1.62162, 3.24895], [-0.82667, -0.93732, 1.15745], [-3.29957, 1.81318, 2.48945], [-1.74537, 3.19508, 0.64975], [-0.89887, 4.59998, 2.49245], [-2.32487, 3.86598, 3.24905], [0.51033, 3.37298, 3.88975], [-0.87707, 2.59718, 4.66465], [0.75053, 1.07378, 3.06405], [-1.84667, 0.58078, 3.86985], [2.77403, -1.02812, -2.62745], [2.07433, 0.57358, -1.74915], [3.66213, 1.30138, -0.88405], [1.78953, 1.75448, -3.24315], [2.73753, 1.89608, -4.24805], [2.49593, 2.69488, -5.35155], [1.28623, 3.35908, -5.46695], [0.34843, 3.24908, -4.45705], [0.59143, 2.46358, -3.33755], [-0.58017, 2.48818, -1.81905], [-0.23237, 4.32298, -1.22395], [-2.37717, 2.68178, -2.57665], [3.28623, -0.76542, -3.54915], [1.96953, -1.70872, -2.89605], [3.48783, -1.56452, -2.00675], [4.44633, 1.51808, -1.60505], [4.06743, 0.60878, -0.14995], [3.42733, 2.22698, -0.36225], [3.68513, 1.37998, -4.16645], [3.24633, 2.79378, -6.12375], [1.08253, 3.96798, -6.33695], [-0.58707, 3.78478, -4.53965], [0.00733, 4.92518, -2.09605], [0.61723, 4.37488, -0.54695], [-1.08117, 4.79078, -0.73135], [-2.60117, 3.72098, -2.80855], [-3.13737, 2.32948, -1.88335], [-2.48667, 2.11148, -3.49695], [3.38743, -3.69482, 3.13705], [2.89123, -2.35732, 2.97295], [2.13153, -2.00172, 1.87135], [2.13243, -0.62152, 1.74565], [1.50523, 0.02678, 0.87035], [3.02013, -0.15252, 2.75545], [3.48493, -1.23252, 3.45395], [4.47763, -1.28662, 4.55665], [1.25423, -2.92422, 1.27105], [0.39643, -3.69072, 2.05525], [-0.46037, -4.58402, 1.44195], [-0.43797, -4.74232, 0.06315], [0.42413, -3.98572, -0.71015], [1.26883, -3.06732, -0.11005], [2.73113, -4.38972, 2.61795], [3.39633, -3.95022, 4.19575], [4.40033, -3.79332, 2.73435], [3.26783, 0.87588, 2.92455], [4.79663, -0.28062, 4.81425], [5.35263, -1.85922, 4.24765], [4.05783, -1.75992, 5.44375], [0.36143, -3.54432, 3.12135], [-1.15877, -5.14482, 2.04265], [-1.09417, -5.45852, -0.40625], [0.43893, -4.09762, -1.78465], [1.94043, -2.46532, -0.69935], [-0.78547, -1.30652, -2.10475], [-2.43737, -1.47292, -1.76745], [-3.31877, -0.91342, -2.60285], [-4.74267, -0.90822, -2.33585], [-5.10947, -2.23242, -1.67585], [-4.25267, -2.41102, -0.42785], [-2.85107, -2.28522, -0.79365], [-2.93947, -0.21242, -3.22555], [-5.27197, -0.78992, -3.28475], [-4.99737, -0.07792, -1.66765], [-4.91337, -3.04832, -2.37285], [-6.16427, -2.24602, -1.40625], [-4.40127, -3.40112, 0.01075], [-4.51557, -1.64522, 0.31075], [-2.15297, -2.53022, -0.09975]],
  "atomic_forces_ev_per_a": [[-0.217, -1.013, -0.167], [0.214, -0.050, 0.006], [-0.965, 0.455, 1.074], [-0.727, 0.583, -0.606], [-0.085, -0.188, -0.538], [-0.976, 0.661, 0.006], [0.023, -0.034, -0.328], [0.208, -0.214, -0.162], [0.191, -0.415, 1.084], [0.264, -0.320, -0.832], [0.244, -0.622, -0.047], [-0.507, 0.744, 1.450], [-0.043, -0.128, 0.151], [0.207, -0.074, -0.733], [0.197, 0.007, -0.170], [0.165, -0.055, 0.089], [-0.060, -0.007, -0.003], [-0.041, 0.042, -0.045], [-0.004, -0.040, 0.012], [0.026, -0.069, 0.051], [-0.233, 0.115, -0.146], [0.121, 0.045, -0.198], [-0.525, 0.397, 0.563], [0.771, 0.649, -1.279], [-0.834, -0.304, 0.005], [-0.074, -0.434, 0.553], [0.154, 0.054, -0.126], [0.175, -0.056, -0.076], [-0.063, 0.098, -0.104], [-0.059, 0.071, -0.137], [-0.322, -0.218, 0.582], [0.396, 1.189, -1.052], [-0.100, -0.761, 0.156], [0.596, -0.420, 0.569], [0.044, 0.214, -0.076], [-0.107, -0.151, -0.069], [0.093, -0.098, 0.178], [0.018, -0.022, -0.240], [0.071, -0.162, 0.137], [-0.059, 0.156, 0.057], [0.128, -0.073, -0.063], [0.050, 0.007, -0.074], [-0.013, 0.056, -0.068], [-0.133, 0.123, -0.046], [0.006, 0.016, -0.205], [0.158, -0.001, 0.118], [-0.191, 0.038, 0.127], [0.136, 0.162, -0.021], [-0.123, -0.037, 0.128], [0.088, -0.124, -0.159], [0.316, -0.503, -0.056], [0.027, 0.897, 0.011], [0.083, 1.014, 0.164], [0.747, -0.798, 0.421], [0.701, -0.158, 0.476], [-0.154, 0.050, -0.190], [-0.570, -0.213, -0.199], [0.009, -0.086, -0.047], [-0.474, -0.871, -0.567], [0.074, 0.130, -0.070], [0.109, 0.013, 0.016], [0.015, -0.010, -0.033], [0.048, -0.080, -0.020], [0.209, -0.061, 0.419], [0.056, 0.051, 0.072], [-0.031, 0.024, -0.025], [-0.062, -0.020, -0.010], [0.073, 0.180, -0.009], [-0.002, 0.007, -0.003], [0.065, -0.012, 0.046], [-0.012, -0.017, 0.023], [0.001, 0.054, 0.092], [-0.041, -0.109, 0.087], [-0.103, -0.074, -0.073], [-0.015, 0.017, -0.007], [0.063, 0.062, -0.094], [1.408, 0.919, 0.049], [-0.659, -0.446, -0.145], [0.220, 0.111, 0.339], [-0.504, -0.079, 0.082], [0.196, 0.089, 0.099], [-0.438, -0.051, 0.141], [0.047, 0.511, -0.020], [0.072, -0.190, 0.120], [0.073, 0.015, 0.087], [0.051, -0.058, -0.110], [-0.071, -0.062, -0.045], [0.001, 0.017, -0.012], [0.030, 0.071, -0.057], [0.085, -0.198, -0.095], [0.076, 0.071, -0.181]],
  "lowdin_charge": [0.758, 0.056, -0.552, -0.277, -0.074, -0.256, -0.078, -0.081, -0.237, -0.123, -0.070, -0.570, 0.045, -0.107, 0.159, 0.130, 0.118, 0.120, 0.116, 0.118, 0.141, 0.153, -0.212, 0.619, -0.199, -0.319, -0.118, -0.099, -0.098, -0.116, -0.329, 0.655, -0.206, -0.190, 0.013, -0.013, 0.014, 0.019, 0.002, 0.018, 0.090, 0.096, 0.096, 0.095, 0.018, 0.016, 0.010, 0.021, 0.006, 0.012, 0.008, -0.045, 0.098, -0.342, -0.185, 0.069, -0.242, -0.002, -0.213, -0.043, -0.062, -0.086, -0.107, -0.026, 0.090, 0.102, 0.105, 0.127, 0.089, 0.090, 0.093, 0.114, 0.109, 0.105, 0.100, 0.084, 0.753, -0.752, 0.043, -0.165, -0.148, -0.159, 0.065, 0.119, 0.124, 0.114, 0.118, 0.118, 0.124, 0.106, 0.115],
  "e_lumo_ev": 0.18,
  "total_energy_ha": -3781.1481,
  "largest_force_ha_per_bohr": 0.03320,
  "de_lowest_kcal_mol": 16.40,
  "homo_energy_ha": -0.265,
  "orbital_gap_ha": 0.2714
}



{
  "formula": "C4H9NO2",
  "method": "ωB97M-V with the def2-TZVPD basis set",
  "species": ["C", "N", "C", "C", "C", "O", "O", "H", "H", "H", "H", "H", "H", "H", "H", "H"],
  "coordinates": [[0.26960, 1.53546, 0.56680], [0.04369, 0.41187, -0.31847], [-0.91519, 0.79975, -1.35697], [-0.42706, -0.76164, 0.43690], [0.76262, -1.65724, 0.73456], [1.20376, -2.28907, -0.37835], [1.26666, -1.82282, 1.80982], [-0.51541, 1.71741, 1.30674], [0.44343, 2.43162, -0.03234], [1.22520, 1.43238, 1.08568], [-1.74930, 1.37919, -0.95488], [-0.39345, 1.43022, -2.08424], [-1.25065, -0.06703, -1.93343], [-1.16846, -1.29311, -0.15185], [-0.82681, -0.51008, 1.41944], [2.03137, -2.73691, -0.14941]],
  "atomic_forces_ev_per_a": [[1.264, 0.459, -0.141], [-1.045, -0.259, 0.135], [0.680, 0.041, -0.455], [0.769, 0.176, 0.042], [-0.160, -0.437, -0.535], [0.023, 0.232, 0.041], [0.090, 0.171, 0.189], [-0.224, -0.018, -0.084], [-0.363, 0.035, -0.048], [-0.138, -0.327, 0.297], [-0.330, -0.138, 0.001], [-0.074, 0.100, 0.143], [-0.104, 0.057, 0.315], [0.015, -0.205, 0.040], [-0.319, 0.179, -0.014], [-0.085, -0.066, 0.074]],
  "lowdin_charge": [-0.112, -0.248, -0.102, -0.113, -0.508, 0.098, 0.108, 0.087, 0.084, 0.088, 0.083, 0.083, 0.085, 0.121, 0.122, 0.123],
  "e_lumo_ev": 0.85,
  "total_energy_ha": -363.0387,
  "largest_force_ha_per_bohr": 0.02630,
  "smiles": "CN(C)CC(=O)O",
  "de_lowest_kcal_mol": 29.40,
  "homo_energy_ha": -0.331,
  "orbital_gap_ha": 0.3622
}



{
  "formula": "C6H10O",
  "method": "ωB97M-V with the def2-TZVPD basis set",
  "species": ["C", "C", "O", "C", "C", "C", "C", "H", "H", "H", "H", "H", "H", "H", "H", "H", "H"],
  "coordinates": [[1.07928, -0.05539, 0.31955], [0.00988, -0.83137, -0.40338], [-0.42485, -1.89526, -0.01587], [-0.71160, -0.00328, -1.43813], [-1.43913, 1.05360, -0.62798], [-1.02120, 1.39324, 0.59202], [0.21295, 0.82014, 1.25704], [1.75053, -0.69150, 0.90142], [1.68097, 0.54631, -0.37406], [2.11735, -2.73499, -0.07798], [1.39678, -2.79210, 0.09861], [-0.01602, 0.46001, -2.14946], [-1.40352, -0.65095, -1.97926], [-2.34063, 1.48813, -1.05671], [-1.60690, 2.09337, 1.18556], [-0.10432, 0.17564, 2.08834], [0.82045, 1.62438, 1.68028]],
  "atomic_forces_ev_per_a": [[-0.051, -0.013, 0.049], [-0.177, -0.189, 0.067], [0.115, 0.310, -0.289], [-0.019, -0.111, -0.109], [0.089, 0.109, 0.222], [0.001, -0.007, -0.162], [-0.003, 0.104, 0.107], [-0.246, 0.071, -0.098], [-0.269, -0.020, 0.137], [0.175, -0.212, 0.008], [0.298, -0.182, -0.010], [-0.114, -0.110, 0.059], [-0.031, 0.143, 0.030], [0.161, -0.043, 0.121], [0.132, -0.021, -0.139], [0.025, 0.193, -0.036], [-0.085, -0.023, 0.043]],
  "lowdin_charge": [-0.129, -0.458, 0.038, -0.109, -0.084, -0.098, -0.170, 0.093, 0.124, 0.064, 0.046, 0.121, 0.120, 0.104, 0.104, 0.124, 0.111],
  "e_lumo_ev": 0.96,
  "total_energy_ha": -309.7975,
  "largest_force_ha_per_bohr": 0.00854,
  "smiles": "O=C1CC=CCC1.[H][H]",
  "de_lowest_kcal_mol": 28.17,
  "homo_energy_ha": -0.344,
  "orbital_gap_ha": 0.3793
}



{
  "formula": "C5H5N",
  "method": "ωB97M-V with the def2-TZVPD basis set",
  "species": ["C", "C", "C", "C", "C", "N", "H", "H", "H", "H", "H"],
  "coordinates": [[-0.93684, -1.35016, -1.77593], [-0.14190, -1.20185, -0.88335], [0.61237, -0.61458, 0.22389], [0.11151, 0.85408, 0.23033], [0.03930, 1.45445, 1.56096], [-0.02118, 1.90701, 2.62345], [-1.61514, -1.54966, -2.57202], [0.39083, -1.11927, 1.17118], [1.69571, -0.67812, 0.07154], [0.74525, 1.46969, -0.41382], [-0.87990, 0.82842, -0.23624]],
  "atomic_forces_ev_per_a": [[0.452, -0.349, 0.245], [-0.375, -0.121, -0.470], [-0.036, -0.054, -0.042], [0.033, 0.115, -0.005], [0.001, 0.397, 0.935], [0.065, -0.429, -1.001], [0.055, -0.033, 0.029], [-0.056, 0.109, -0.207], [-0.229, 0.051, 0.003], [-0.064, -0.044, 0.107], [0.155, 0.357, 0.406]],
  "lowdin_charge": [0.114, -0.156, -0.193, -0.185, -0.224, 0.138, 0.030, 0.121, 0.118, 0.126, 0.112],
  "e_lumo_ev": 0.76,
  "total_energy_ha": -248.1923,
  "largest_force_ha_per_bohr": 0.02121,
  "smiles": "C#CCCC#N",
  "de_lowest_kcal_mol": 51.92,
  "homo_energy_ha": -0.389,
  "orbital_gap_ha": 0.4174
}



{
  "formula": "C3H11N2O2S",
  "method": "ωB97M-V with the def2-TZVPD basis set",
  "species": ["N", "C", "C", "S", "C", "N", "O", "H", "H", "H", "H", "H", "H", "H", "H", "H", "H", "H", "O"],
  "coordinates": [[-0.08752, 1.33779, 0.67690], [0.25610, -0.05583, 0.23483], [-0.31002, -1.13566, 1.14938], [-1.65274, -2.12075, 0.40940], [1.77798, -0.03672, 0.04037], [2.30938, -1.23241, -0.30743], [2.40834, 0.99306, 0.14715], [0.53976, 2.03551, 0.26091], [-1.05409, 1.54122, 0.40065], [-0.02086, 1.46923, 1.68755], [-0.11211, -0.07095, -0.79475], [0.50833, -1.70708, 1.51606], [-0.79553, -0.70462, 1.99691], [-1.34022, -1.94050, -0.88091], [3.25165, -1.23050, -0.66364], [1.69464, -2.00791, -0.49009], [-2.58822, 1.10759, -2.38452], [-2.61150, 2.30202, -1.41317], [-2.17338, 1.45651, -1.58561]],
  "atomic_forces_ev_per_a": [[-0.816, 0.187, 0.361], [0.421, 0.928, -0.488], [-0.456, 0.369, -1.035], [0.002, -0.155, -0.031], [0.571, -0.745, -0.018], [-0.506, 0.640, 0.134], [-0.246, 0.205, 0.036], [0.292, -0.255, -0.178], [0.055, -0.047, -0.154], [0.136, -0.166, 0.032], [-0.356, -0.319, 0.169], [0.496, -0.830, 0.259], [-0.130, 0.495, 0.725], [0.129, -0.044, 0.036], [0.058, -0.186, 0.054], [0.257, -0.178, -0.090], [0.024, 0.055, 0.131], [-0.046, -0.213, -0.280], [0.114, 0.258, 0.335]],
  "lowdin_charge": [0.226, -0.274, -0.490, 0.776, -0.493, 0.207, 0.092, 0.168, 0.147, 0.180, 0.136, 0.072, 0.065, -0.137, 0.136, 0.117, 0.064, 0.060, -0.053],
  "e_lumo_ev": -3.29,
  "total_energy_ha": -778.8631,
  "largest_force_ha_per_bohr": 0.02313,
  "charge": 1,
  "de_lowest_kcal_mol": 17.80,
  "homo_energy_ha": -0.483,
  "orbital_gap_ha": 0.3626
}